32
Properties=species:S:1:pos:R:3 method="wB97M-V/def2-TZVPD" homo_lumo_gap_ha="0.1945 / 0.1943" charge=+2 homo_ev="-15.021 / -15.018" e_lumo_ev="-9.728 / -9.731" multiplicity=1
Pt -0.546 -0.802 -0.842
Se 0.289 -1.665 -2.973
Se -0.335 -3.884 -2.924
Se -2.230 -4.172 -1.795
Se -2.907 -2.283 -0.970
C 2.556 -2.200 2.213
N 1.484 -1.615 1.408
C 0.349 -1.127 1.914
N 0.118 -1.212 3.222
O -0.559 -0.589 1.186
H 3.271 -2.668 1.544
H 2.155 -2.977 2.863
H 3.075 -1.446 2.808
H 1.692 -1.326 0.464
H 0.815 -1.529 3.873
H -0.754 -0.862 3.581
C -1.145 1.700 -3.544
O -1.385 1.904 -2.121
P -0.497 1.416 -0.954
O -1.049 2.082 0.322
C -2.414 1.930 0.821
O 0.903 2.034 -1.192
C 1.957 2.121 -0.196
H -1.903 2.286 -4.050
H -1.260 0.646 -3.786
H -0.153 2.061 -3.801
H -2.498 2.622 1.650
H -2.559 0.910 1.164
H -3.118 2.197 0.038
H 2.697 2.795 -0.609
H 2.394 1.136 -0.046
H 1.557 2.520 0.732